A | {"formula": "C4H14N2O2", "method": "ωB97M-V with the def2-TZVPD basis set", "e_lumo_ha": 0.0235, "homo_energy_ev": -8.80, "charge": 0, "gap_ev": 9.4, "smiles": "NCCNCCO.O", "species": ["N", "C", "C", "N", "C", "C", "O", "H", "H", "H", "H", "H", "H", "H", "H", "H", "H", "H", "H", "O", "H", "H"], "coordinates": [[-0.3211, -1.7866, 1.4582], [1.0239, -1.5924, 1.0001], [1.2954, -1.5014, -0.4835], [0.4363, -0.6420, -1.3166], [0.4664, 0.7571, -0.8754], [-0.5997, 1.5881, -1.5873], [-1.2014, 2.4231, -0.5834], [-0.8760, -0.9510, 1.3095], [-0.7934, -2.5633, 1.0006], [1.7393, -2.3502, 1.3304], [1.4342, -0.7625, 1.5912], [2.3312, -1.3443, -0.7926], [1.1944, -2.4986, -0.9249], [-0.5158, -0.9148, -1.0445], [0.4246, 0.9366, 0.2001], [1.4322, 1.1881, -1.1541], [-0.1394, 2.2148, -2.3481], [-1.3571, 0.9641, -2.0702], [-1.9953, 2.8609, -0.9124], [-1.2297, 0.9814, 2.1003], [-1.7946, 1.3191, 1.4006], [-0.9541, 1.6737, 2.7021]]}

***

B | {"formula": "C4H14N2O2", "method": "ωB97M-V with the def2-TZVPD basis set", "e_lumo_ha": 0.0257, "homo_energy_ev": -9.21, "charge": 0, "gap_ev": 9.9, "smiles": "NCNCCCO.O", "species": ["N", "C", "N", "C", "C", "C", "O", "H", "H", "H", "H", "H", "H", "H", "H", "H", "H", "H", "H", "O", "H", "H"], "coordinates": [[2.1310, -1.1770, 1.8770], [1.7821, -0.7388, 0.5046], [0.3586, -0.4903, 0.1897], [0.0733, 0.7469, -0.6061], [-1.4759, 0.7941, -0.7363], [-2.1068, -0.1887, -1.7953], [-1.7541, 0.1010, -3.0919], [1.8037, -0.6491, 2.7121], [1.8203, -2.1033, 2.0964], [2.1721, 0.3261, 0.4142], [2.3524, -1.4025, -0.1479], [-0.1125, -1.3253, -0.1196], [0.4111, 1.6562, -0.1342], [0.6048, 0.5825, -1.5234], [-1.7760, 0.7224, 0.3931], [-1.8561, 1.7830, -1.0036], [-1.7707, -1.1884, -1.5573], [-3.2142, -0.1312, -1.8501], [-0.8439, 0.0537, -3.2700], [0.3542, 0.7640, 2.9029], [0.2429, 0.1779, 2.1655], [0.8037, 1.6868, 2.5801]]}

***

C | {"formula": "C4H14N2O2", "method": "ωB97M-V with the def2-TZVPD basis set", "e_lumo_ha": 0.0246, "homo_energy_ev": -9.14, "charge": 0, "gap_ev": 9.8, "smiles": "NCC[C@@H](N)CO.O", "species": ["N", "C", "C", "C", "N", "C", "O", "H", "H", "H", "H", "H", "H", "H", "H", "H", "H", "H", "H", "O", "H", "H"], "coordinates": [[1.2876, -1.9467, 0.9406], [1.7603, -0.8896, 0.0339], [0.7318, -0.4272, -1.0026], [-0.5324, 0.2192, -0.4312], [-0.1833, 1.4592, 0.2442], [-1.5141, 0.4165, -1.5763], [-2.6432, 1.2158, -1.1887], [0.6919, -1.5911, 1.6781], [0.8246, -2.6858, 0.4193], [2.1108, -0.1026, 0.7021], [2.6364, -1.3021, -0.4640], [1.1912, 0.2732, -1.7123], [0.5109, -1.3088, -1.6117], [-0.8853, -0.4938, 0.3214], [0.7206, 1.8174, 0.0009], [-0.9271, 2.1544, 0.2492], [-0.9830, 1.0883, -2.2606], [-1.8609, -0.4614, -2.1162], [-3.0669, 0.8270, -0.4365], [0.3374, 0.4076, 2.9505], [-0.4904, 0.7733, 3.2751], [0.2830, 0.5572, 1.9849]]}

***

D | {"formula": "C4H14N2O2", "method": "ωB97M-V with the def2-TZVPD basis set", "e_lumo_ha": -0.1553, "homo_energy_ev": -8.38, "charge": 0, "gap_ev": 4.2, "species": ["C", "C", "C", "N", "N", "C", "O", "H", "H", "H", "H", "H", "H", "H", "H", "H", "H", "H", "H", "H", "H", "O"], "coordinates": [[0.3421, 1.6128, 0.2820], [0.3268, 1.2943, -1.1727], [-0.9762, 0.2720, -1.4040], [-0.3923, -0.9286, -2.1915], [0.3755, 0.8535, 1.6649], [-0.6051, -0.2519, 1.9854], [-0.6043, -1.2080, 0.9659], [-0.6159, 1.6738, 0.8592], [1.1324, 2.3278, 0.4951], [1.1360, 0.7995, -1.7948], [-0.0390, 2.1458, -1.7341], [-1.8615, 0.8517, -2.0084], [-1.4251, 0.1618, -0.3895], [-1.2367, -1.6176, -2.1544], [0.2800, -1.3786, -1.5569], [1.3379, 0.6028, 1.6156], [-1.6572, 0.1294, 2.0371], [-0.0867, -0.6019, 2.8781], [-2.0944, 2.0355, 0.4497], [2.2162, -2.0498, 0.0653], [0.4012, -1.3140, 0.6712], [1.6173, -1.3926, -0.2024]]}

***

Which of them is the least stable? Correct choice: D.